C40H109N15O15 | wB97M-V/def2-TZVPD

Each line ends with the Mulliken charge.
Cartesian coordinates (Å):
1 C 3.295 -7.062 2.230  0.718
2 O 4.211 -6.438 2.767  -0.618
3 N 3.157 -7.166 0.878  -0.401
4 N 2.254 -7.544 2.973  -0.489
5 H 3.758 -6.548 0.362  0.222
6 H 2.607 -7.864 0.416  0.177
7 H 2.214 -7.330 3.953  0.218
8 H 1.374 -7.764 2.543  0.188
9 C 3.451 3.901 5.171  0.495
10 O 4.056 2.923 4.698  -0.711
11 N 2.106 3.940 5.267  -0.065
12 N 4.074 5.113 5.293  -0.470
13 H 1.634 3.065 5.037  0.246
14 H 1.648 4.785 5.541  0.187
15 H 5.063 5.193 5.135  0.235
16 H 3.708 5.710 6.018  0.198
17 C 0.472 -4.631 4.746  0.576
18 O 1.237 -3.723 5.025  -0.785
19 N 0.162 -4.948 3.473  -0.071
20 N -0.066 -5.469 5.706  -0.467
21 H 0.854 -4.609 2.820  -0.126
22 H -0.382 -5.733 3.173  0.226
23 H -0.885 -6.029 5.597  0.166
24 H 0.376 -5.244 6.584  0.262
25 C 1.740 0.285 4.835  0.552
26 O 1.051 1.316 4.882  -0.718
27 N 3.095 0.186 4.836  -0.263
28 N 1.143 -0.955 4.799  -0.086
29 H 3.540 -0.633 4.485  0.184
30 H 3.546 1.098 4.887  0.277
31 H 1.565 -1.861 4.911  0.210
32 H 0.175 -0.876 4.527  0.010
33 C -8.201 -0.749 -0.769  -0.798
34 O -6.898 -0.263 -0.403  -0.339
35 C -5.887 -1.001 -1.003  -0.668
36 C -4.544 -0.372 -0.591  -0.474
37 N -3.340 -0.964 -1.178  0.354
38 C -3.314 -1.360 -2.552  -1.146
39 C -3.319 -0.188 -3.559  -0.503
40 O -2.099 0.506 -3.479  -0.002
41 C -1.439 0.876 -4.667  -1.007
42 H -8.219 -1.816 -0.980  0.325
43 H -8.465 -0.128 -1.629  0.315
44 H -8.876 -0.477 0.040  0.251
45 H -5.790 -0.926 -2.099  0.343
46 H -5.870 -2.083 -0.819  0.360
47 H -4.527 -0.261 0.495  0.367
48 H -4.685 0.660 -0.947  0.276
49 H -2.582 -0.452 -0.758  -0.214
50 H -4.135 -2.034 -2.792  0.458
51 H -2.392 -1.839 -2.891  0.316
52 H -4.138 0.518 -3.386  0.226
53 H -3.490 -0.556 -4.578  0.534
54 H -0.868 1.800 -4.570  0.245
55 H -2.099 0.899 -5.535  0.416
56 H -0.639 0.144 -4.840  0.324
57 C 5.524 -1.593 -11.797  -0.698
58 O 4.695 -1.897 -10.697  -0.344
59 C 4.993 -1.087 -9.565  -0.603
60 C 4.327 -1.569 -8.276  -0.340
61 N 4.873 -2.858 -7.897  -0.370
62 C 4.323 -3.509 -6.720  -0.732
63 C 4.531 -2.686 -5.437  -0.670
64 O 3.413 -1.862 -5.255  -0.338
65 C 3.535 -1.022 -4.129  -0.516
66 H 6.025 -0.643 -11.598  0.332
67 H 5.015 -1.498 -12.758  0.244
68 H 6.289 -2.353 -11.977  0.251
69 H 4.625 -0.064 -9.695  0.285
70 H 6.080 -1.168 -9.488  0.427
71 H 3.250 -1.609 -8.517  0.246
72 H 4.416 -0.930 -7.398  0.300
73 H 4.857 -3.506 -8.674  0.226
74 H 4.918 -4.425 -6.676  0.380
75 H 3.276 -3.760 -6.935  0.334
76 H 5.529 -2.228 -5.416  0.339
77 H 4.638 -3.335 -4.551  0.508
78 H 3.642 -1.671 -3.252  0.167
79 H 2.684 -0.351 -4.023  0.241
80 H 4.405 -0.363 -4.239  0.311
81 C -7.532 -3.608 2.916  -0.626
82 O -6.303 -3.630 3.588  -0.343
83 C -5.382 -4.618 3.155  -0.907
84 C -3.975 -4.022 3.162  -0.040
85 N -3.794 -3.328 1.882  -0.273
86 C -2.375 -2.826 1.797  -0.945
87 C -2.012 -1.742 2.768  -0.020
88 O -3.014 -0.735 2.801  -0.209
89 C -2.586 0.392 3.501  -0.779
90 H -7.358 -3.323 1.873  0.210
91 H -8.177 -2.829 3.328  0.251
92 H -8.134 -4.518 3.011  0.305
93 H -5.622 -4.975 2.150  0.395
94 H -5.444 -5.496 3.810  0.428
95 H -3.342 -4.913 3.220  0.230
96 H -3.814 -3.341 3.999  0.245
97 H -4.214 -2.399 1.937  0.243
98 H -2.346 -2.430 0.781  0.086
99 H -1.713 -3.685 1.904  0.289
100 H -1.033 -1.338 2.477  0.378
101 H -1.854 -2.083 3.800  0.298
102 H -3.293 1.229 3.414  0.301
103 H -1.700 0.871 3.067  0.182
104 H -2.533 0.258 4.586  0.309
105 C 0.933 2.462 1.854  0.138
106 O 1.236 2.166 0.493  -0.373
107 C 0.200 1.467 -0.161  -0.155
108 C 0.767 0.755 -1.396  -1.268
109 N 1.770 -0.195 -0.935  1.077
110 C 1.340 -1.582 -1.025  0.046
111 C 2.323 -2.472 -0.274  -1.436
112 O 2.142 -2.422 1.127  0.385
113 C 3.110 -3.108 1.914  -0.567
114 H 0.752 1.495 2.324  -0.047
115 H 0.069 3.129 1.978  -0.103
116 H 1.774 3.056 2.208  0.131
117 H -0.575 2.165 -0.498  0.470
118 H -0.251 0.685 0.465  -0.099
119 H 1.102 1.553 -2.072  0.277
120 H -0.064 0.299 -1.943  0.388
121 H 2.036 0.174 -0.030  -0.166
122 H 1.244 -1.741 -2.101  0.440
123 H 0.315 -1.652 -0.626  -0.239
124 H 3.349 -2.232 -0.569  0.320
125 H 2.116 -3.533 -0.487  0.359
126 H 2.844 -4.168 1.887  -0.121
127 H 3.006 -2.591 2.866  0.180
128 H 4.136 -2.921 1.584  0.290
129 C -4.578 4.508 -3.745  -0.970
130 C -3.860 5.555 -2.889  0.191
131 C -3.251 4.998 -1.598  -0.172
132 O -2.520 6.016 -0.944  -0.417
133 C -1.620 5.516 0.031  -0.780
134 N -2.756 6.055 -3.755  -0.708
135 H -3.764 3.911 -4.162  0.044
136 H -5.097 4.967 -4.586  0.325
137 H -5.279 3.843 -3.241  0.330
138 H -4.533 6.388 -2.685  0.294
139 H -2.720 4.043 -1.681  0.031
140 H -4.102 4.717 -0.956  0.321
141 H -1.880 4.696 0.708  0.247
142 H -1.405 6.374 0.666  0.353
143 H -0.674 5.167 -0.400  0.340
144 H -2.041 6.455 -3.158  0.305
145 H -2.390 5.238 -4.228  0.266
146 C -1.046 4.953 5.150  -1.701
147 C -2.367 4.802 4.398  1.344
148 C -3.470 4.552 5.433  -1.116
149 O -3.351 3.513 6.377  -0.335
150 C -4.529 2.710 6.402  -0.722
151 N -2.496 6.002 3.549  -0.626
152 H -1.128 5.450 6.116  0.344
153 H -0.300 5.448 4.523  0.602
154 H -0.661 3.940 5.287  0.298
155 H -2.264 3.903 3.786  -0.301
156 H -4.424 4.554 4.886  0.498
157 H -3.621 5.489 5.993  0.313
158 H -4.311 1.839 7.025  0.230
159 H -4.739 2.366 5.390  0.336
160 H -5.310 3.241 6.952  0.296
161 H -3.485 6.211 3.381  0.262
162 H -2.289 6.814 4.132  0.281
163 C 4.973 0.628 0.539  -0.797
164 C 5.790 1.067 -0.654  0.649
165 C 5.103 2.149 -1.509  -0.449
166 O 5.905 2.525 -2.597  -0.376
167 C 5.235 2.975 -3.759  -0.705
168 N 7.120 1.488 -0.192  -0.820
169 H 4.239 -0.126 0.227  -0.110
170 H 4.368 1.340 1.100  0.253
171 H 5.623 0.005 1.158  0.339
172 H 5.884 0.185 -1.302  0.202
173 H 4.940 3.002 -0.834  0.382
174 H 4.106 1.840 -1.841  0.092
175 H 6.069 3.393 -4.319  0.289
176 H 4.561 3.803 -3.508  0.332
177 H 4.638 2.255 -4.325  0.202
178 H 7.664 1.867 -0.966  0.293
179 H 7.643 0.637 0.002  0.269

Calculated values
- SMILES: COC[C@H](C)N.COC[C@H](C)N.COC[C@H](C)N.COCCNCCOC.COCCNCCOC.COCCNCCOC.COCCNCCOC.NC(N)=O.NC(N)=O.NC(N)=O.NC(N)=O
- 2S+1: 1
- Total energy: -3539.18253 hartree
- Energy relative to the best compared isomer or geometry (same formula, charge and spin): 3.6350 eV
- Highest occupied orbital energy: -8.39 eV